The following is a quantum chemistry calculation of C5H8O in the gas phase in a non-equilibrium geometry, from the Open Molecules 2025 dataset.

As for the SMILES: C=C/C=C(/C)O. For the energy above the lowest of the compared OMol25 structures with the same formula, charge and spin, the calculation gives 204.1 kJ/mol. The calculation puts the HOMO-LUMO gap at 8.9 eV. The value obtained for the LUMO energy is 0.735 eV.

Geometry as ORCA input:
```
! wB97M-V def2-TZVPD RIJCOSX def2/J DEFGRID3
* xyz 0 1
C 2.11303 0.45652 -0.96359
C 0.91852 0.06785 -1.43967
C -0.39667 0.09079 -0.81910
C -0.73112 -0.12425 0.47564
O 0.30618 -0.35764 1.35145
C -2.09991 -0.22269 1.05694
H 2.79425 0.98914 -1.62122
H 2.54753 0.10418 -0.03398
H 0.73170 0.30559 -2.48655
H -1.22190 0.26197 -1.49987
H 0.93127 0.39715 1.33331
H -2.03421 -1.00972 1.81232
H -2.47395 0.71225 1.46128
H -2.82247 -0.57058 0.32067
*
```

---

The following is a quantum chemistry calculation of C2Cl4OS in the gas phase in a non-equilibrium geometry, from the Open Molecules 2025 dataset.

For the energy above the lowest of the compared OMol25 structures with the same formula, charge and spin, the calculation gives 124.7 kJ/mol. The calculation puts the HOMO-LUMO gap at 9.1 eV. The value obtained for the LUMO energy is -0.966 eV.

Geometry as ORCA input:
```
! wB97M-V def2-TZVPD RIJCOSX def2/J DEFGRID3
* xyz 0 1
C -0.36164 -0.38776 0.56745
C -1.17071 0.14276 -0.39074
O 2.25270 -1.05701 0.10058
S 1.55340 0.05249 0.66559
Cl 2.03427 1.71701 -0.64502
Cl -0.65109 -1.78681 1.47996
Cl -0.83718 1.60210 -1.34840
Cl -2.81975 -0.28277 -0.42942
*
```

---

The following is a quantum chemistry calculation of a molecular structure, C30H55MnN2O2P2 in a non-equilibrium geometry, from the Open Molecules 2025 dataset.

For the energy above the lowest of the compared OMol25 structures with the same formula, charge and spin, the calculation gives 481.0 kJ/mol. The calculation puts the HOMO-LUMO gap (spin up / spin down) at 5.3 / 4.7 eV. The value obtained for the LUMO energy (spin up / spin down) is -3.128 / -4.469 eV.

Geometry as ORCA input:
```
! wB97M-V def2-TZVPD RIJCOSX def2/J DEFGRID3
* xyz 1 6
C 3.15564 1.22339 -1.27930
C 1.07827 2.35820 -0.90651
C 3.84271 2.39321 -1.31366
C 1.78075 3.57541 -0.94916
C 3.17877 3.59635 -1.11741
H 4.87892 2.35702 -1.55122
H 1.22554 4.54209 -1.02095
H 3.67285 4.56493 -1.17920
N 1.87932 1.19214 -0.83569
P 2.79608 -1.43570 -0.62147
P -1.89401 1.93887 -0.16116
C 3.76969 -0.20638 -1.59697
H 3.73447 -0.42817 -2.69443
H 4.84887 -0.15437 -1.35302
C -0.41237 2.41666 -1.42595
H -0.58440 3.46543 -1.35209
C -3.22833 2.96310 -1.10904
C -2.38090 1.96669 1.87780
C 2.36988 -2.89513 -1.73041
C 3.92341 -1.74761 0.86930
C -4.12748 1.86845 -1.72578
H -4.57471 1.20339 -0.94352
H -4.96969 2.31138 -2.33244
H -3.49797 1.22898 -2.38807
C -4.02796 3.98168 -0.25650
H -4.55246 3.50361 0.59196
H -3.33062 4.75321 0.11990
H -4.79058 4.50400 -0.88748
C -2.70089 3.82517 -2.31612
H -3.53192 3.98130 -3.05838
H -2.30728 4.81574 -2.02416
H -1.87295 3.29055 -2.81043
C -3.79639 1.37860 2.05035
H -3.80009 0.29953 1.82952
H -4.07427 1.48824 3.11455
H -4.58488 1.85747 1.45715
C -1.40685 1.08934 2.67317
H -1.48412 0.03044 2.40283
H -0.36294 1.44125 2.58304
H -1.68627 1.17687 3.73938
C -2.19274 3.40702 2.34923
H -2.88303 4.11123 1.87565
H -2.37074 3.43986 3.43823
H -1.14882 3.71359 2.15535
C 3.34525 -2.91422 1.69966
H 3.98422 -3.07695 2.58396
H 2.33246 -2.69265 2.06254
H 3.29885 -3.86049 1.14329
C 3.95704 -0.47961 1.74770
H 4.23311 0.41356 1.16343
H 2.99211 -0.29599 2.24464
H 4.72121 -0.61831 2.53364
C 5.37933 -2.08986 0.42251
H 5.94062 -2.44335 1.31056
H 5.38614 -2.87936 -0.35005
H 5.89194 -1.19172 0.02806
C 2.00330 -2.34801 -3.13272
H 2.87980 -1.89994 -3.64105
H 1.61715 -3.17372 -3.75776
H 1.20768 -1.58213 -3.03927
C 1.10256 -3.59098 -1.15670
H 0.22712 -2.91425 -1.17851
H 0.85507 -4.46103 -1.78741
H 1.23137 -3.93559 -0.11650
C 3.53420 -3.89773 -1.82300
H 4.40228 -3.44526 -2.34116
H 3.86032 -4.26854 -0.82733
H 3.19614 -4.77609 -2.41355
Mn 0.80079 -0.39466 -0.55199
C 0.36022 -1.23920 0.98617
O 0.10359 -1.77445 2.01754
N -0.51515 0.11602 -1.77238
C -0.77357 1.22829 -2.38416
C -1.11842 1.03404 -3.92024
C -1.69302 2.20034 -4.72635
C 0.22058 0.68702 -4.56522
C -2.11740 -0.11342 -3.98034
H -2.69575 2.51116 -4.40531
H -1.00811 3.06003 -4.74617
H -1.80369 1.82913 -5.75030
H 0.56916 -0.30978 -4.23707
H 0.13833 0.65776 -5.66038
H 1.00182 1.40191 -4.29702
H -2.25645 -0.42408 -5.01445
H -1.75883 -0.97705 -3.40577
H -3.10034 0.11889 -3.57477
C -2.70035 -3.03746 1.98420
O -2.81147 -1.89857 1.14714
H -3.68554 -3.48704 2.17128
H -2.28928 -2.67911 2.92741
H -2.02944 -3.79753 1.55793
H -3.18485 -2.17946 0.29181
*
```

---

The following is a quantum chemistry calculation of C22H24N4O3S in the gas phase in a non-equilibrium geometry, from the Open Molecules 2025 dataset.

As for the SMILES: O=C(NC(c1ccccc1)c1ccccc1)[C@@H]1CCCN(S(=O)(=O)c2cnc[nH]2)C1. For the energy above the lowest of the compared OMol25 structures with the same formula, charge and spin, the calculation gives 131.4 kJ/mol. The calculation puts the HOMO-LUMO gap at 9.0 eV. The value obtained for the LUMO energy is 0.332 eV.

Geometry as ORCA input:
```
! wB97M-V def2-TZVPD RIJCOSX def2/J DEFGRID3
* xyz 0 1
O -0.39395 -0.28784 -0.09186
C -0.13817 -0.98985 0.86622
N 0.97071 -0.83353 1.61942
H 1.16414 -1.50442 2.34484
C 2.00220 0.18031 1.38415
C 1.37313 1.53190 1.10442
C 1.89896 2.40075 0.15836
C 1.33173 3.64866 -0.03883
C 0.23068 4.04236 0.70249
C -0.29384 3.18368 1.65749
C 0.28347 1.94340 1.86414
H -0.13081 1.28812 2.61564
H -1.15517 3.47183 2.24000
H -0.21436 5.01318 0.54237
H 1.75517 4.31640 -0.77479
H 2.75796 2.10701 -0.42552
C 2.97306 -0.28289 0.31969
C 4.29540 -0.54561 0.65237
C 5.18786 -0.98828 -0.30884
C 4.76402 -1.17762 -1.61258
C 3.44614 -0.91879 -1.95122
C 2.55382 -0.47243 -0.99307
H 1.53034 -0.26113 -1.26045
H 3.10997 -1.06026 -2.96751
H 5.45946 -1.52380 -2.36277
H 6.21458 -1.18563 -0.03763
H 4.63372 -0.39713 1.66882
H 2.54983 0.26903 2.33316
C -1.07940 -2.08053 1.34991
C -2.42719 -1.43317 1.73274
N -3.22560 -1.05289 0.60797
S -3.43474 0.52806 0.16895
O -4.80946 0.65584 -0.21961
O -2.94761 1.34307 1.24876
C -2.47058 0.92096 -1.26517
C -2.46377 0.54090 -2.58227
N -1.50273 1.22489 -3.24742
C -0.94109 2.00765 -2.36218
N -1.50366 1.87181 -1.14748
H -1.24515 2.29593 -0.26766
H -0.13713 2.68450 -2.56972
H -3.08601 -0.17136 -3.08446
C -3.44338 -2.06560 -0.39151
C -2.11311 -2.61846 -0.90220
C -1.30159 -3.15648 0.27490
H -1.84030 -3.99096 0.73270
H -0.33521 -3.52799 -0.07434
H -1.55651 -1.82072 -1.39392
H -2.29461 -3.41599 -1.62367
H -4.03988 -2.87310 0.05344
H -4.02526 -1.60163 -1.18737
H -3.00025 -2.15200 2.33437
H -2.27222 -0.52695 2.32060
H -0.66361 -2.55323 2.24612
*
```

---

The following is a quantum chemistry calculation of a molecular structure, C12H4Br2NOPtS5 in a non-equilibrium geometry, from the Open Molecules 2025 dataset.

For the energy above the lowest of the compared OMol25 structures with the same formula, charge and spin, the calculation gives 514.9 kJ/mol. The calculation puts the HOMO-LUMO gap at 4.9 eV. The value obtained for the LUMO energy is 1.560 eV.

Geometry as ORCA input:
```
! wB97M-V def2-TZVPD RIJCOSX def2/J DEFGRID3
* xyz -1 1
Pt 0.52761 -2.34197 -0.26844
Br -2.69466 2.16413 -0.04463
C -0.81471 1.90564 -0.04825
C -0.03442 3.04418 -0.19491
C 1.32501 2.91705 -0.12675
Br 2.35566 4.51402 -0.15248
C 1.95409 1.66148 -0.05934
C 3.35009 1.50049 -0.05203
C 3.88434 0.23601 -0.09681
C 3.03637 -0.85574 -0.17852
N 1.70418 -0.74421 -0.13985
C 1.12604 0.48856 -0.02168
C -0.29798 0.61766 0.09241
O -0.43865 -1.39099 1.82890
H -0.49058 4.01475 -0.32120
H 3.98921 2.37063 -0.02175
H 4.95572 0.09186 -0.09487
H 3.40855 -1.86394 -0.26857
S -6.61439 -2.47714 0.07296
C -4.97720 -2.37405 -0.01759
S -3.93936 -3.70915 -0.37456
C -2.37190 -2.88419 -0.24600
C -2.44366 -1.53761 0.00698
S -1.35808 -0.50351 1.08614
S -4.09591 -0.90350 0.16603
S -1.04536 -3.94046 -0.52517
*
```

---

The following is a quantum chemistry calculation of 2 unconnected molecules or ions with the total composition CH3ClO2P in a non-equilibrium geometry, from the Open Molecules 2025 dataset.

For the energy above the lowest of the compared OMol25 structures with the same formula, charge and spin, the calculation gives 140.9 kJ/mol. The calculation puts the HOMO-LUMO gap at 8.3 eV. The value obtained for the LUMO energy is 3.653 eV.

Geometry as ORCA input:
```
! wB97M-V def2-TZVPD RIJCOSX def2/J DEFGRID3
* xyz -1 1
C 0.81915 0.43824 -0.03710
O -0.63178 -1.73057 1.22515
O -0.86541 -1.55029 -1.29914
P -0.38848 -1.03932 -0.03906
Cl -1.77034 2.23527 0.20131
H 1.39627 0.29279 0.79434
H 1.46073 0.20235 -0.96439
H -0.02015 1.15154 0.11889
*
```

---

The following is a quantum chemistry calculation of a molecular structure, C19H15NS4Ti in a non-equilibrium geometry, from the Open Molecules 2025 dataset.

For the energy above the lowest of the compared OMol25 structures with the same formula, charge and spin, the calculation gives 66.6 kJ/mol. The calculation puts the HOMO-LUMO gap (spin up / spin down) at 7.0 / 7.4 eV. The value obtained for the LUMO energy (spin up / spin down) is -3.650 / -3.670 eV.

Geometry as ORCA input:
```
! wB97M-V def2-TZVPD RIJCOSX def2/J DEFGRID3
* xyz 1 2
Ti 0.37822 -0.56987 0.21334
S -0.34451 -2.79286 0.21642
C -0.18033 -2.09698 -1.38012
C -1.24839 -2.05275 -2.28908
C -1.03535 -1.61852 -3.58117
C 0.24468 -1.26193 -4.00403
C 1.30759 -1.27108 -3.11811
C 1.09617 -1.62356 -1.78898
S 2.41833 -1.74823 -0.55736
C 3.35795 -0.19888 -0.89169
C 2.87378 0.94928 -0.05644
C 3.74003 1.88431 0.48219
C 3.22618 2.96364 1.19368
C 1.85017 3.10086 1.28076
C 1.03396 2.12434 0.72653
C -0.46095 2.27856 0.81180
S -1.39184 1.02315 -0.16330
C -2.22885 0.08903 1.13363
C -3.61385 0.04227 1.03120
C -4.35638 -0.69881 1.93114
C -3.70361 -1.43297 2.91071
C -2.32719 -1.37918 3.02527
C -1.55859 -0.59516 2.16325
S 0.17623 -0.44546 2.47165
N 1.53849 1.03916 0.10656
H -2.20931 -2.43241 -1.96546
H -1.85668 -1.59788 -4.28038
H 0.42147 -1.01068 -5.03853
H 2.30267 -1.04655 -3.47566
H 3.23561 0.04391 -1.95207
H 4.40755 -0.41672 -0.69768
H 4.80233 1.77269 0.34464
H 3.88505 3.67686 1.66158
H 1.40731 3.94683 1.78174
H -0.75832 3.26330 0.43387
H -0.81119 2.19450 1.84584
H -4.09545 0.59538 0.23822
H -5.43220 -0.70429 1.85794
H -4.27417 -2.03899 3.59589
H -1.81659 -1.95434 3.78220
*
```

---

Repeat the seventh record exactly.
The following is a quantum chemistry calculation of a molecular structure, C19H15NS4Ti in a non-equilibrium geometry, from the Open Molecules 2025 dataset.

For the energy above the lowest of the compared OMol25 structures with the same formula, charge and spin, the calculation gives 66.6 kJ/mol. The calculation puts the HOMO-LUMO gap (spin up / spin down) at 7.0 / 7.4 eV. The value obtained for the LUMO energy (spin up / spin down) is -3.650 / -3.670 eV.

Geometry as ORCA input:
```
! wB97M-V def2-TZVPD RIJCOSX def2/J DEFGRID3
* xyz 1 2
Ti 0.37822 -0.56987 0.21334
S -0.34451 -2.79286 0.21642
C -0.18033 -2.09698 -1.38012
C -1.24839 -2.05275 -2.28908
C -1.03535 -1.61852 -3.58117
C 0.24468 -1.26193 -4.00403
C 1.30759 -1.27108 -3.11811
C 1.09617 -1.62356 -1.78898
S 2.41833 -1.74823 -0.55736
C 3.35795 -0.19888 -0.89169
C 2.87378 0.94928 -0.05644
C 3.74003 1.88431 0.48219
C 3.22618 2.96364 1.19368
C 1.85017 3.10086 1.28076
C 1.03396 2.12434 0.72653
C -0.46095 2.27856 0.81180
S -1.39184 1.02315 -0.16330
C -2.22885 0.08903 1.13363
C -3.61385 0.04227 1.03120
C -4.35638 -0.69881 1.93114
C -3.70361 -1.43297 2.91071
C -2.32719 -1.37918 3.02527
C -1.55859 -0.59516 2.16325
S 0.17623 -0.44546 2.47165
N 1.53849 1.03916 0.10656
H -2.20931 -2.43241 -1.96546
H -1.85668 -1.59788 -4.28038
H 0.42147 -1.01068 -5.03853
H 2.30267 -1.04655 -3.47566
H 3.23561 0.04391 -1.95207
H 4.40755 -0.41672 -0.69768
H 4.80233 1.77269 0.34464
H 3.88505 3.67686 1.66158
H 1.40731 3.94683 1.78174
H -0.75832 3.26330 0.43387
H -0.81119 2.19450 1.84584
H -4.09545 0.59538 0.23822
H -5.43220 -0.70429 1.85794
H -4.27417 -2.03899 3.59589
H -1.81659 -1.95434 3.78220
*
```

---

Q: The highest energy above the lowest of the compared OMol25 structures with the same formula, charge and spin belongs to which entry?
A: C12H4Br2NOPtS5

---

Q: What is the energy above the lowest of the compared OMol25 structures with the same formula, charge and spin in the fifth record?
A: 514.9 kJ/mol

---

Q: Which of these has the highest energy above the lowest of the compared OMol25 structures with the same formula, charge and spin?
A: C12H4Br2NOPtS5